[1]
121
Properties=species:S:1:pos:R:3:forces:R:3 method="wB97M-V/def2-TZVPD" relative_energy_kcal_mol=0.00 total_charge=0 orbital_gap_ev=6.5 lumo_energy_ev=0.221 homo_ev=-6.2466
Ca 0.4588 -0.3601 0.4803 -1.170 0.331 0.838
C -0.4895 2.2886 3.7618 -0.096 0.032 0.047
O -0.8727 0.9882 3.3287 0.187 -0.006 -0.111
C -0.4226 -0.0397 4.1984 -0.110 0.001 0.062
C 1.0099 -0.4159 3.8918 0.220 0.054 -0.014
O 1.1038 -1.1054 2.6465 -0.064 -0.131 0.112
C 1.3183 -2.5168 2.7602 0.204 -0.025 -0.048
C 0.1387 -3.2490 3.3584 0.050 -0.140 -0.079
O -1.0020 -2.8893 2.6231 0.075 0.110 0.054
C -2.1160 -3.7022 2.8844 -0.040 -0.055 0.015
H -1.2949 2.7314 4.3577 0.029 -0.011 0.021
H -0.2988 2.9052 2.8880 -0.100 -0.071 0.053
H 0.4234 2.2632 4.3596 0.037 0.003 -0.034
H -1.0798 -0.8925 4.0291 0.013 -0.023 -0.001
H -0.5134 0.2754 5.2453 0.005 0.012 -0.020
H 1.4406 -1.0393 4.6829 -0.077 0.043 0.003
H 1.6347 0.4764 3.7903 -0.052 0.015 0.096
H 2.2209 -2.6877 3.3604 -0.071 -0.039 -0.009
H 1.5087 -2.8794 1.7460 -0.047 0.024 0.094
H -0.0007 -3.0320 4.4300 0.008 0.040 -0.050
H 0.3475 -4.3262 3.2684 -0.046 0.055 0.033
H -1.9228 -4.7410 2.5926 -0.010 -0.006 0.022
H -2.9439 -3.3174 2.2922 -0.014 0.010 -0.012
H -2.3901 -3.6769 3.9476 -0.006 -0.013 -0.018
O -2.3290 -5.9793 -4.3068 -0.024 -0.040 -0.049
C -3.1381 -4.8997 -3.8827 -0.010 0.004 0.029
C -2.5416 -4.2683 -2.6542 0.003 0.018 -0.027
C -1.2777 -4.5952 -2.1870 -0.056 0.009 -0.025
C -0.7766 -3.9101 -1.0882 -0.039 -0.055 -0.037
N -1.4518 -2.9637 -0.4469 0.122 -0.045 -0.011
C -2.6784 -2.6806 -0.8687 -0.055 0.095 -0.011
C -3.2591 -3.2967 -1.9708 0.028 0.007 0.040
C -3.3991 -1.6441 -0.0738 -0.001 -0.095 -0.082
C -4.7877 -1.6068 -0.0553 -0.002 0.056 0.008
C -5.4425 -0.6680 0.7297 -0.015 -0.023 0.016
C -6.9489 -0.6117 0.7591 -0.025 -0.021 0.064
O -7.5193 -0.6267 -0.5383 0.000 0.041 -0.058
C -4.6633 0.1902 1.4848 0.057 -0.002 0.031
C -3.2803 0.0801 1.4123 -0.081 0.029 -0.004
N -2.6477 -0.8001 0.6437 0.080 0.108 0.089
H -2.7070 -6.3467 -5.1111 0.039 0.004 0.031
H -4.1565 -5.2369 -3.6532 0.034 0.016 -0.001
H -3.2098 -4.1355 -4.6670 -0.006 -0.006 0.027
H -0.6896 -5.3563 -2.6761 0.019 -0.023 -0.024
H 0.2159 -4.1203 -0.7122 0.053 -0.030 0.023
H -4.2421 -3.0028 -2.3160 -0.026 0.010 -0.010
H -5.3660 -2.3122 -0.6346 -0.012 -0.020 -0.009
H -7.2763 0.2635 1.3319 0.016 -0.031 -0.031
H -7.3451 -1.4990 1.2585 0.038 0.046 0.005
H -7.1995 0.1459 -1.0172 -0.025 -0.032 -0.004
H -5.1124 0.9376 2.1259 -0.013 0.024 0.014
H -2.6510 0.7288 2.0038 0.045 0.069 0.057
C -2.5116 3.5221 -2.0268 -0.015 -0.005 -0.011
C -2.0998 2.4550 -1.0187 -0.084 -0.018 0.002
C -1.7957 3.1026 0.3271 0.005 0.011 0.086
P -0.6653 1.3726 -1.4830 0.114 0.317 -0.293
C -1.0417 0.9047 -3.2283 -0.100 0.134 -0.062
C -2.2845 0.0180 -3.2653 0.000 -0.019 0.002
C 0.1395 0.1767 -3.8549 0.067 -0.064 -0.004
C 0.7657 2.4921 -1.6173 -0.101 -0.016 -0.093
C 0.9196 3.3309 -2.7229 -0.022 0.017 -0.067
C 2.0205 4.1477 -2.9134 -0.007 -0.049 0.101
C 2.1420 5.0559 -4.1040 -0.017 0.042 -0.063
C 3.0129 4.0885 -1.9325 0.014 0.034 -0.050
C 2.9008 3.2718 -0.8307 0.031 0.064 -0.024
C 1.7712 2.4483 -0.6155 0.022 -0.127 0.166
N 1.6720 1.6278 0.4786 -0.051 0.392 -0.214
C 2.5625 1.8705 1.5424 -0.045 -0.210 0.023
C 2.4812 3.0335 2.3307 0.031 0.005 0.053
C 1.5911 4.1786 1.9420 -0.015 0.114 -0.026
C 3.2518 3.1447 3.4826 -0.031 0.030 0.030
C 4.1354 2.1533 3.8845 -0.014 -0.050 -0.059
C 4.9460 2.2842 5.1437 0.036 0.006 0.068
C 4.2638 1.0444 3.0582 0.008 0.055 0.003
C 3.5159 0.8960 1.8962 0.043 -0.015 0.073
C 3.7831 -0.2921 1.0133 0.089 -0.001 -0.049
H -3.3671 4.0838 -1.6429 -0.008 0.014 0.019
H -2.8030 3.1072 -2.9912 -0.004 -0.050 -0.029
H -1.7010 4.2328 -2.1917 0.046 0.008 -0.002
H -2.9318 1.7532 -0.8839 0.014 0.006 0.006
H -1.0370 3.8760 0.2030 0.030 0.028 -0.023
H -1.4160 2.3835 1.0553 -0.003 -0.023 -0.015
H -2.6889 3.5725 0.7453 -0.029 0.012 0.001
H -1.2414 1.8176 -3.7985 -0.005 -0.064 0.000
H -2.0878 -0.9202 -2.7464 0.007 -0.041 0.021
H -2.5436 -0.2244 -4.2986 0.000 0.003 -0.022
H -3.1579 0.4810 -2.8034 -0.020 0.052 0.026
H 0.4467 -0.6712 -3.2400 -0.021 0.009 0.005
H 1.0092 0.8243 -3.9631 -0.016 0.016 0.020
H -0.1404 -0.1979 -4.8423 0.011 -0.004 -0.044
H 0.1449 3.3363 -3.4834 0.010 0.018 -0.015
H 1.4643 4.7492 -4.9016 -0.016 0.000 -0.008
H 3.1543 5.0480 -4.5101 0.031 -0.003 -0.006
H 1.9034 6.0926 -3.8528 -0.002 0.007 0.012
H 3.9075 4.6926 -2.0465 0.016 0.013 -0.006
H 3.7046 3.2414 -0.1061 0.031 0.006 -0.006
H 0.7292 3.8364 1.3731 0.029 -0.011 -0.011
H 2.1238 4.8853 1.3004 0.008 -0.013 0.002
H 1.2469 4.7222 2.8242 0.011 0.014 -0.001
H 3.1497 4.0406 4.0879 0.010 0.020 0.012
H 4.7334 3.2236 5.6532 -0.008 0.020 0.000
H 6.0161 2.2555 4.9323 0.021 -0.002 -0.013
H 4.7346 1.4727 5.8427 -0.008 -0.019 0.003
H 4.9855 0.2730 3.3094 0.028 -0.023 0.025
H 4.8608 -0.4251 0.8951 -0.001 -0.021 0.016
H 3.3565 -0.1520 0.0219 -0.002 0.015 -0.029
H 3.3974 -1.2262 1.4280 -0.018 0.007 0.018
C 2.4483 -2.8837 -3.2757 0.049 -0.034 -0.011
C 3.0611 -2.1394 -2.0883 0.052 -0.045 -0.018
C 4.5566 -2.4019 -1.9857 -0.059 0.007 -0.006
O 2.8038 -0.7396 -2.2095 -0.013 0.042 0.014
C 2.3191 -2.6213 -0.8271 -0.136 0.061 -0.081
O 2.7004 -3.6282 -0.2419 0.162 -0.228 0.038
O 1.2714 -1.9578 -0.5167 0.751 -0.762 -0.581
H 2.8494 -2.4816 -4.2093 0.010 -0.007 -0.014
H 1.3646 -2.7688 -3.2869 -0.026 0.027 0.012
H 2.6871 -3.9460 -3.2254 0.006 -0.033 0.018
H 5.0382 -2.2111 -2.9480 0.021 0.026 -0.027
H 4.7406 -3.4334 -1.6968 -0.007 -0.044 -0.012
H 5.0011 -1.7486 -1.2361 0.004 0.010 0.033
H 3.3515 -0.3936 -2.9218 0.018 0.014 -0.018


[2]
8
Properties=species:S:1:pos:R:3:forces:R:3 method="wB97M-V/def2-TZVPD" relative_energy_kcal_mol=88.90 total_charge=0 orbital_gap_ev="8.2 / 8.2" lumo_energy_ev="0.086 / 0.028" homo_ev="-8.1601 / -8.2023"
C 0.1221 -0.7045 0.3140 -0.538 -0.779 1.979
C 1.1749 0.2551 0.0694 2.052 -2.912 0.500
N -3.1860 0.3058 0.1599 4.360 -0.607 -2.786
N -2.2407 0.1748 -0.4399 -4.519 0.688 2.685
H -0.0411 -1.5294 -0.3845 0.291 0.263 -0.523
H 1.8461 0.4640 0.9627 -0.820 -0.593 -0.789
H 0.5643 1.0850 0.1205 -1.045 2.704 -0.902
H 1.7604 -0.0507 -0.8020 0.218 1.238 -0.163